# 1
ORCA calculation (ωB97M-V with the def2-TZVPD basis set) on a gas-phase ion, C5H9N2 (charge +1).

Output
Highest occupied orbital energy (eV): -13.89
F_max (eV Å⁻¹): 4.18
Total charge: +1
LUMO level (eV): -5.1
Electronic energy (eV): -8300.171
Orbital gap (eV): 8.8
Energy relative to the best compared isomer or geometry (same formula, charge and spin) (kcal per mole): 128.26

Cartesian coordinates (Å):
C1 0.73409 0.63540 -1.40150
C2 0.54549 -1.60381 -0.14640
C3 0.90416 -0.10049 -0.11739
C4 -0.35552 0.71935 0.00831
C5 -0.67233 1.76689 1.04595
N1 -0.63018 0.80787 -1.31383
N2 -0.83401 -1.87809 -0.13185
H1 1.42070 1.06850 -2.06260
H2 1.25961 -2.05283 -0.84209
H3 0.89867 -1.83337 0.90387
H4 1.87283 0.11258 0.49751
H5 -1.82260 1.88427 0.97991
H6 -0.41041 2.79422 0.81918
H7 -0.32582 1.89883 2.09288
H8 -1.39123 -1.74275 -0.94142
H9 -1.19345 -2.47658 0.60948

=====

# 2
ORCA calculation (ωB97M-V with the def2-TZVPD basis set) on a gas-phase ion, C5H9N2 (charge +1).

Output
Highest occupied orbital energy (spin up / spin down) (eV): -8.68 / -16.38
Multiplicity: 3
F_max (eV Å⁻¹): 12.18
Total charge: +1
LUMO level (spin up / spin down) (eV): -2.8 / -9.1
Electronic energy (eV): -8292.991
Orbital gap (spin up / spin down) (eV): 5.9 / 7.3
Energy relative to the best compared isomer or geometry (same formula, charge and spin) (kcal per mole): 165.22
<S²>: 2.0064

Cartesian coordinates (Å):
C1 -0.60369 -0.97885 1.16597
C2 1.02746 0.46630 0.12790
C3 -0.83700 0.29035 1.68692
C4 -0.25238 0.57184 -0.62841
C5 -0.12610 -0.24354 -1.93775
N1 0.61207 -0.14392 1.41938
N2 -1.25909 0.02343 0.35043
H1 -0.75439 -2.03433 0.92346
H2 1.65843 -0.23558 -0.34943
H3 1.48766 1.42001 0.40241
H4 -1.34011 1.03914 2.52965
H5 -0.67150 1.58008 -0.94881
H6 0.33761 -1.28220 -1.78685
H7 0.63306 0.06298 -2.68483
H8 -1.14522 -0.24185 -2.37159
H9 1.23319 -0.29384 2.10155

=====

# 3
ORCA calculation (ωB97M-V with the def2-TZVPD basis set) on a gas-phase ion, C5H9N2O (charge +1).

Output
Highest occupied orbital energy (eV): -13.37
F_max (eV Å⁻¹): 6.86
Total charge: +1
LUMO level (eV): -3.6
SMILES: Cc1c[nH+]c(C)n1O
Electronic energy (eV): -10349.135
Orbital gap (eV): 9.7
Energy relative to the best compared isomer or geometry (same formula, charge and spin) (kcal per mole): 80.39

Cartesian coordinates (Å):
C1 1.25737 -0.61369 0.95393
C2 -0.09715 -0.46798 1.17927
C3 0.61954 0.42758 -0.96103
C4 -1.11816 -0.84416 2.25336
C5 0.54210 1.01215 -2.30718
N1 -0.62673 0.24361 0.13837
N2 1.59232 -0.08014 -0.32687
O1 -1.90329 0.60104 -0.06732
H1 1.96975 -1.33182 1.35395
H2 -1.70732 -1.64582 1.80351
H3 -0.70343 -1.11003 3.23277
H4 -1.61891 0.17543 2.38089
H5 0.75393 0.39663 -3.13947
H6 -0.39363 1.53019 -2.53525
H7 1.22416 1.87588 -2.48721
H8 2.51238 -0.21638 -0.72891
H9 -2.30294 0.04751 -0.74282

=====

# 4
ORCA calculation (ωB97M-V with the def2-TZVPD basis set) on a gas-phase ion, C5H9N2O (charge +1).

Output
Highest occupied orbital energy (eV): -14.41
F_max (eV Å⁻¹): 5.12
Total charge: +1
LUMO level (eV): -3.1
SMILES: [NH2+]=C1NC2(CC2)CO1
Electronic energy (eV): -10350.742
Orbital gap (eV): 11.3
Energy relative to the best compared isomer or geometry (same formula, charge and spin) (kcal per mole): 43.33

Cartesian coordinates (Å):
C1 -1.65841 0.19232 -0.00057
C2 1.85496 0.23238 -0.84322
C3 2.00380 0.12230 0.68606
C4 -0.06049 -1.46951 0.11961
C5 0.68342 -0.11933 0.02450
N1 -0.48826 0.83912 0.07481
N2 -2.87459 0.66446 -0.11840
O1 -1.45025 -1.16180 -0.04973
H1 1.87987 1.30426 -1.23096
H2 2.27578 -0.38845 -1.54504
H3 2.59265 -0.67829 1.17930
H4 2.33860 1.08132 1.25276
H5 0.06562 -2.20938 -0.71036
H6 -0.16792 -1.98810 1.13150
H7 -0.45537 1.83949 0.16177
H8 -2.94253 1.62159 0.27732
H9 -3.59687 0.11763 -0.40935

=====

# 5
ORCA calculation (ωB97M-V with the def2-TZVPD basis set) on 2 unconnected molecules or ions with the total composition C5H9N2O.

Output
Highest occupied orbital energy (spin up / spin down) (eV): -13.17 / -13.18
F_max (eV Å⁻¹): 8.19
Total charge: +1
LUMO level (spin up / spin down) (eV): -6.2 / -6.2
Electronic energy (eV): -10344.871
Orbital gap (spin up / spin down) (eV): 7.0 / 7.0
Energy relative to the best compared isomer or geometry (same formula, charge and spin) (kcal per mole): 178.71

Cartesian coordinates (Å):
C1 -0.06166 1.76012 -0.21181
C2 -1.60958 0.22248 0.19686
C3 -0.32996 -0.45367 0.34008
C4 -0.17351 -1.78867 -0.47541
C5 1.94588 0.27665 0.33691
N1 0.58888 0.61639 0.05764
N2 -1.41208 1.50911 -0.18078
O1 -3.41189 -0.52834 0.24211
H1 0.29623 2.63946 -0.71064
H2 -0.27401 -0.68980 1.36947
H3 -0.02321 -1.44138 -1.46579
H4 -1.03678 -2.44786 -0.31686
H5 0.67509 -2.57271 -0.16647
H6 2.57316 1.06298 0.05858
H7 1.97928 0.18398 1.44355
H8 2.27034 -0.65982 -0.19404
H9 -1.99617 2.31106 -0.32339

=====

# 6
ORCA calculation (ωB97M-V with the def2-TZVPD basis set) on a molecular structure, C5H9N2O.

Output
Highest occupied orbital energy (spin up / spin down) (eV): -13.72 / -13.72
F_max (eV Å⁻¹): 6.31
Total charge: +1
LUMO level (spin up / spin down) (eV): -5.2 / -5.2
Electronic energy (eV): -10345.913
Orbital gap (spin up / spin down) (eV): 8.6 / 8.6
Energy relative to the best compared isomer or geometry (same formula, charge and spin) (kcal per mole): 154.68

Cartesian coordinates (Å):
C1 -0.27294 3.97328 -2.08986
C2 -0.82910 -1.00153 -0.24200
C3 -0.93226 -1.98428 0.67205
C4 -0.17770 0.12396 -0.05773
C5 -1.68486 -3.22177 0.62976
N1 1.41634 2.68508 -1.05821
N2 0.25653 1.15042 0.22407
O1 0.79238 3.30623 -2.13315
H1 -0.88076 4.12984 -1.24153
H2 -0.51662 4.29546 -3.02731
H3 -1.26974 -1.07106 -1.29828
H4 -0.50780 -1.75931 1.69710
H5 -2.24927 -3.30911 -0.35989
H6 -2.42891 -3.10797 1.36285
H7 -1.15028 -4.01134 0.89501
H8 0.96304 2.02961 -0.32326
H9 2.20301 2.22518 -1.52307